Run A
The following is a quantum chemistry calculation of BrCl3P2 in the gas phase, from OMol25.

Positions of all 6 atoms, in Å:
Cl -2.42 0.52 -0.09
P -0.78 -0.45 -0.70
Cl -0.91 -2.20 0.28
P 0.71 0.39 0.75
Cl 0.99 2.40 -0.10
Br 2.41 -0.66 -0.14

Calculated values
- lowest unoccupied orbital energy (eV) = -0.372
- multiplicity = 1
- gap between HOMO and LUMO (Eh) = 0.332
- structure (SMILES) = ClP(Cl)#P(Cl)Br



Run B
The following is a quantum chemistry calculation of a 2-piece molecular cluster, BrCl3P2 overall, from OMol25.

Positions of all 6 atoms, in Å:
P -0.33 0.94 -0.30
P -1.31 -1.17 0.08
Cl -1.34 1.40 1.50
Cl -1.71 1.68 -1.47
Cl -0.10 -2.64 -0.45
Br 4.79 -0.20 0.63

Calculated values
- lowest unoccupied orbital energy (spin up / spin down) (eV) = -1.579 / -3.782
- multiplicity = 1
- gap between HOMO and LUMO (spin up / spin down) (Eh) = 0.279 / 0.177



Which structure is the least stable? The one labeled run B.



Run A
The following is a quantum chemistry calculation of C22H31N3O3 in the gas phase, from OMol25.

Positions of all 59 atoms, in Å:
C -3.82 -2.44 3.29
C -3.31 -1.33 2.38
C -4.09 -0.04 2.63
C -3.40 -1.79 0.92
N -2.78 -0.88 -0.02
C -3.61 0.11 -0.71
C -3.85 -0.25 -2.18
C -4.58 -1.58 -2.31
C -4.63 0.87 -2.85
C -1.46 -0.85 -0.28
O -0.95 -0.02 -1.00
C -0.60 -1.96 0.35
N 0.77 -1.68 -0.01
C 1.32 -2.14 -1.21
O 0.87 -3.03 -1.88
N 2.47 -1.44 -1.38
C 2.62 -0.35 -0.45
C 3.99 -0.35 0.22
C 4.06 0.72 1.30
C 3.59 2.06 0.82
C 3.94 3.20 1.53
C 3.48 4.45 1.15
C 2.66 4.57 0.05
C 2.30 3.44 -0.67
C 2.76 2.18 -0.29
C 2.37 1.00 -1.14
C 1.46 -0.62 0.51
O 1.17 -0.04 1.52
H -3.75 -2.15 4.33
H -3.25 -3.36 3.15
H -4.87 -2.66 3.07
H -2.26 -1.13 2.63
H -4.02 0.24 3.67
H -5.14 -0.17 2.37
H -3.67 0.77 2.04
H -4.46 -1.88 0.65
H -2.95 -2.78 0.82
H -4.56 0.19 -0.19
H -3.09 1.07 -0.66
H -2.87 -0.34 -2.66
H -4.75 -1.81 -3.36
H -5.55 -1.53 -1.82
H -4.01 -2.39 -1.88
H -4.79 0.65 -3.90
H -5.60 0.99 -2.38
H -4.09 1.81 -2.78
H -0.86 -2.93 -0.08
H -0.68 -1.97 1.44
H 2.99 -1.50 -2.24
H 4.19 -1.34 0.64
H 4.74 -0.16 -0.55
H 3.43 0.42 2.14
H 5.09 0.80 1.67
H 4.58 3.10 2.40
H 3.77 5.32 1.72
H 2.29 5.54 -0.26
H 1.66 3.53 -1.53
H 2.96 1.02 -2.07
H 1.32 1.07 -1.42

Calculated values
- lowest unoccupied orbital energy (eV) = 0.764
- multiplicity = 1
- gap between HOMO and LUMO (Eh) = 0.352
- structure (SMILES) = CC(C)CN(CC(C)C)C(=O)CN1C(=O)N[C@]2(CCc3ccccc3C2)C1=O



Run B
The following is a quantum chemistry calculation of C22H31N3O3 in the gas phase, from OMol25.

Positions of all 59 atoms, in Å:
C -2.31 -3.03 -0.27
O -3.17 -2.07 0.27
C -3.45 -1.00 -0.61
C -4.66 -0.23 -0.14
C -5.00 -0.20 1.21
C -6.09 0.53 1.63
C -6.84 1.25 0.72
C -6.51 1.23 -0.62
C -5.42 0.49 -1.05
C -2.28 -0.05 -0.67
N -1.25 -0.11 -1.44
N -0.47 0.95 -1.15
C -1.06 1.61 -0.21
C -0.62 2.87 0.44
C 0.80 3.22 0.02
C 1.78 2.26 0.68
O 1.43 1.48 1.54
N 3.07 2.36 0.27
C 3.50 3.29 -0.75
C 4.05 1.43 0.78
C 4.55 0.45 -0.29
C 3.44 -0.37 -0.94
C 2.71 -1.30 0.02
C 3.61 -2.35 0.70
C 2.75 -3.62 0.87
C 1.36 -3.25 0.33
C 1.65 -2.15 -0.69
O -2.22 1.03 0.15
H -2.78 -3.54 -1.12
H -2.12 -3.75 0.52
H -1.36 -2.59 -0.60
H -3.60 -1.38 -1.63
H -4.40 -0.76 1.91
H -6.35 0.55 2.68
H -7.69 1.83 1.05
H -7.09 1.78 -1.34
H -5.16 0.47 -2.10
H -0.68 2.73 1.52
H -1.32 3.66 0.15
H 0.89 3.16 -1.06
H 1.03 4.24 0.34
H 4.59 3.33 -0.74
H 3.13 4.30 -0.54
H 3.18 2.99 -1.75
H 3.58 0.89 1.59
H 4.90 2.00 1.18
H 5.27 -0.22 0.19
H 5.08 1.00 -1.07
H 3.88 -0.97 -1.74
H 2.71 0.30 -1.39
H 2.20 -0.71 0.78
H 3.97 -1.99 1.66
H 4.47 -2.56 0.07
H 3.17 -4.43 0.28
H 2.70 -3.94 1.90
H 0.74 -2.84 1.13
H 0.84 -4.10 -0.11
H 0.77 -1.57 -0.96
H 2.07 -2.59 -1.60

Calculated values
- lowest unoccupied orbital energy (eV) = 0.768
- multiplicity = 1
- gap between HOMO and LUMO (Eh) = 0.365
- structure (SMILES) = CO[C@@H](c1ccccc1)c1nnc(CCC(=O)N(C)CCCC2CCCC2)o1



Which structure is the least stable? The one labeled run B.



Run A
The following is a quantum chemistry calculation of a 2-piece molecular cluster, CH3F2NO overall, from OMol25.

Positions of all 8 atoms, in Å:
C -1.84 -0.01 0.09
O -0.99 0.84 0.15
H -1.57 -1.00 -0.24
H -2.94 0.03 -0.01
F 1.68 -1.18 -0.03
N 1.93 0.14 -0.41
F 2.69 0.72 0.58
H 1.04 0.47 -0.13

Calculated values
- lowest unoccupied orbital energy (eV) = 0.067
- multiplicity = 1
- gap between HOMO and LUMO (Eh) = 0.400
- structure (SMILES) = C=O.FNF



Run B
The following is a quantum chemistry calculation of CH3F2NO in the gas phase, from OMol25.

Positions of all 8 atoms, in Å:
N 0.77 -0.13 0.89
C -0.17 0.28 -0.07
O -0.49 -0.66 -0.98
F -1.30 0.72 0.56
F 0.30 1.40 -0.71
H 1.63 -0.41 0.45
H 0.40 -0.88 1.46
H -1.13 -0.32 -1.62

Calculated values
- lowest unoccupied orbital energy (eV) = 0.770
- multiplicity = 1
- gap between HOMO and LUMO (Eh) = 0.433
- structure (SMILES) = NC(O)(F)F



Which structure is the least stable? The one labeled run A.



Run A
The following is a quantum chemistry calculation of a 2-piece molecular cluster, C3H8O2S overall, from OMol25.

Positions of all 14 atoms, in Å:
O 0.15 -2.89 1.40
C 0.37 -2.33 0.36
C 0.23 -0.82 0.21
C -0.87 -0.48 -0.79
S -0.75 1.27 -1.31
H 0.71 -2.89 -0.54
H 1.20 -0.46 -0.15
H 0.03 -0.43 1.19
H -0.77 -1.09 -1.69
H -1.82 -0.51 -0.26
H -2.02 1.62 -1.13
O 1.72 2.75 1.53
H 1.13 2.01 1.74
H 1.94 2.51 0.61

Calculated values
- lowest unoccupied orbital energy (eV) = 0.552
- multiplicity = 1
- gap between HOMO and LUMO (Eh) = 0.373
- structure (SMILES) = O=CCCS.O



Run B
The following is a quantum chemistry calculation of C3H8O2S as an isolated structure, from OMol25.

Positions of all 14 atoms, in Å:
C -1.40 -0.45 -0.64
C 0.58 -0.79 2.03
C 1.86 0.90 -1.65
O -0.53 1.95 -0.42
O 0.41 0.36 1.19
S -0.11 0.58 -0.31
H -1.95 0.00 -1.52
H -1.30 -1.46 -0.72
H 0.08 -0.60 3.01
H 1.64 -0.84 2.23
H 0.17 -1.75 1.65
H 1.86 0.23 -2.57
H 1.42 1.88 -1.78
H 2.72 0.93 -0.97

Calculated values
- lowest unoccupied orbital energy (spin up / spin down) (eV) = -0.264 / -0.263
- multiplicity = 1
- gap between HOMO and LUMO (spin up / spin down) (Eh) = 0.285 / 0.285



Which structure is the least stable? The one labeled run B.



Run A
The following is a quantum chemistry calculation of a 3-piece molecular cluster, C2H10O2 overall, from OMol25.

Positions of all 14 atoms, in Å:
C -1.59 1.72 -0.55
C -0.89 2.86 -1.30
H -1.26 0.72 -0.77
H -1.57 1.89 0.52
H -2.65 1.86 -0.83
H 0.11 3.05 -0.89
H -1.38 3.83 -1.31
H -0.71 2.67 -2.36
O 0.82 -2.28 2.59
H 1.17 -3.10 2.97
H 1.18 -2.37 1.70
O 1.45 -1.72 -0.89
H 0.95 -2.51 -1.12
H 0.82 -1.00 -0.74

Calculated values
- lowest unoccupied orbital energy (eV) = 0.632
- multiplicity = 1
- gap between HOMO and LUMO (Eh) = 0.445
- structure (SMILES) = CC.O.O



Run B
The following is a quantum chemistry calculation of a 3-piece molecular cluster, C2H10O2 overall, from OMol25.

Positions of all 14 atoms, in Å:
C 0.40 1.92 0.38
C 1.55 1.24 -0.39
H -0.02 2.66 -0.31
H 0.66 2.65 1.13
H -0.37 1.21 0.68
H 1.42 0.17 -0.60
H 1.53 1.60 -1.41
H 2.48 1.35 0.16
O -0.19 -2.31 0.36
H -0.36 -3.07 -0.21
H -0.28 -2.72 1.22
O -2.50 -1.72 -0.61
H -2.51 -1.92 0.33
H -1.81 -1.07 -0.72

Calculated values
- lowest unoccupied orbital energy (eV) = 0.600
- multiplicity = 1
- gap between HOMO and LUMO (Eh) = 0.419
- structure (SMILES) = CC.O.O



Which structure is the least stable? The one labeled run B.



Run A
The following is a quantum chemistry calculation of a 2-piece molecular cluster, C5H7N3O2 overall, from OMol25.

Positions of all 17 atoms, in Å:
O -1.24 -1.79 0.71
N -1.97 -0.99 0.11
O -3.02 -1.24 -0.41
C -1.45 0.34 -0.01
N -1.03 1.00 0.99
C -0.51 2.19 0.40
C -0.92 2.05 -1.03
N -1.59 1.01 -1.21
H 0.61 2.32 0.51
H -1.09 3.15 0.78
H -0.84 2.88 -1.69
C 1.71 -2.27 0.20
C 2.61 -1.35 0.11
H 0.59 -2.03 0.09
H 2.06 -3.31 0.32
H 3.64 -1.63 0.12
H 2.45 -0.32 0.01

Calculated values
- lowest unoccupied orbital energy (eV) = -0.915
- multiplicity = 1
- gap between HOMO and LUMO (Eh) = 0.338
- structure (SMILES) = O=[N+]([O-])C1=NCC=N1.C=C



Run B
The following is a quantum chemistry calculation of C5H7N3O2 in the gas phase, from OMol25.

Positions of all 17 atoms, in Å:
C -1.56 1.69 -0.19
C -0.50 -1.04 -1.23
C -3.37 0.06 -0.03
C 0.83 1.86 -0.52
C 0.00 -2.61 0.49
N -2.70 1.04 -0.19
N -0.30 -0.11 -0.35
N -0.41 1.14 -0.32
O -3.98 -0.93 0.09
O -0.38 -2.31 -0.88
H -1.59 2.68 0.00
H 1.31 1.77 0.50
H 1.50 1.36 -1.24
H 0.66 2.92 -0.85
H 0.77 -3.33 0.27
H -0.92 -2.88 0.93
H 0.37 -1.63 0.83

Calculated values
- lowest unoccupied orbital energy (spin up / spin down) (eV) = 0.237 / 0.235
- multiplicity = 1
- gap between HOMO and LUMO (spin up / spin down) (Eh) = 0.258 / 0.258



Run C
The following is a quantum chemistry calculation of a 2-piece molecular cluster, C5H7N3O2 overall, from OMol25.

Positions of all 17 atoms, in Å:
C -0.54 -1.40 0.76
C -1.19 -0.01 -1.04
C -1.53 0.84 2.82
C 0.41 -0.69 1.28
C 1.28 0.08 -1.13
N -1.46 -0.82 -0.12
N 0.05 0.29 -1.63
N 2.21 0.48 -1.96
O -1.40 0.38 3.86
O -1.54 1.51 1.89
H -0.96 -2.41 0.96
H -1.94 0.39 -1.87
H 0.29 0.38 1.08
H 0.97 -1.11 2.15
H 0.01 0.85 -2.47
H 3.17 0.29 -1.76
H 2.18 0.96 -2.82

Calculated values
- lowest unoccupied orbital energy (eV) = 0.766
- multiplicity = 1
- gap between HOMO and LUMO (Eh) = 0.313



Which structure is the least stable? The one labeled run A.